(1)
{
  "formula": "C17H16F5MoN3SSe4",
  "method": "ωB97M-V/def2-TZVPD",
  "symbols": ["Mo", "F", "C", "C", "F", "C", "F", "C", "S", "C", "F", "C", "F", "Se", "Se", "Se", "Se", "N", "C", "C", "C", "C", "C", "C", "C", "H", "H", "H", "H", "C", "C", "C", "C", "N", "N", "H", "H", "H", "H", "H", "H", "H", "H", "H", "H", "H", "H"],
  "xyz": [[0.152400, -0.017800, -0.354900], [2.745300, 0.028700, 6.020700], [2.678000, 0.027100, 4.690800], [1.444400, 0.041200, 4.051800], [0.311000, 0.043000, 4.755000], [1.386200, 0.046700, 2.668500], [0.148800, 0.024600, 2.088400], [2.527600, 0.059000, 1.861000], [2.487100, 0.175600, 0.134900], [3.762300, 0.026900, 2.534500], [4.888600, 0.014800, 1.822800], [3.841600, 0.003800, 3.919100], [5.026400, -0.040500, 4.525900], [0.316800, -0.022800, -2.725500], [0.167400, 2.140700, -3.577200], [0.005300, 3.679200, -1.777800], [-0.264300, 2.535500, 0.194700], [-0.068000, -7.517400, 0.170200], [-0.019500, -6.376200, 0.070600], [0.024500, -4.970100, -0.047000], [-0.358100, -4.346900, -1.235900], [-0.333200, -2.969800, -1.323100], [0.093600, -2.141200, -0.271900], [0.470100, -2.809800, 0.901800], [0.437500, -4.185000, 1.029500], [-0.672300, -4.952200, -2.075300], [-0.649000, -2.519000, -2.263600], [0.810100, -2.245700, 1.766200], [0.726100, -4.659400, 1.957500], [-4.196900, -2.980300, 0.981600], [-4.031100, -1.560200, 0.437700], [-4.596900, -1.484100, -0.987900], [-4.747800, -0.563500, 1.351100], [-2.585700, -1.297500, 0.476800], [-2.146000, -0.076600, -0.106700], [-5.250700, -3.231300, 1.063400], [-3.741500, -3.057400, 1.964500], [-3.718500, -3.704900, 0.325200], [-5.616800, -1.856400, -0.990800], [-4.007400, -2.093000, -1.672700], [-4.625200, -0.461800, -1.362800], [-5.786500, -0.861800, 1.463700], [-4.733500, 0.445000, 0.940200], [-4.280400, -0.552800, 2.332700], [-2.107900, -2.061500, -0.005300], [-2.446000, 0.675700, 0.526000], [-2.596000, 0.103700, -1.021000]],
  "forces_ev_per_a": [[0.93, 1.92, -0.48], [0.01, -0.03, -0.23], [0.03, 0.00, -0.32], [-0.12, -0.03, -0.03], [0.16, -0.01, 0.04], [0.69, 0.06, -0.01], [0.18, -0.04, -0.07], [-0.19, 0.21, 1.00], [-0.53, -0.58, -0.89], [-0.44, -0.03, -0.05], [-0.07, 0.03, 0.14], [-0.20, -0.01, 0.09], [-0.13, 0.04, -0.09], [0.06, 0.26, 1.83], [-0.13, 0.26, 0.12], [0.11, 0.13, -0.77], [-0.21, -1.18, -0.05], [0.00, -0.37, 0.03], [-0.03, -0.59, 0.05], [0.00, 1.05, -0.08], [-0.05, -0.28, 0.15], [0.05, 0.19, -0.34], [-0.35, -0.54, -0.42], [0.08, 0.30, 0.24], [0.02, -0.14, -0.11], [-0.02, 0.00, -0.03], [0.04, -0.13, 0.14], [-0.05, -0.08, -0.08], [0.03, -0.01, 0.01], [0.13, 0.29, -0.04], [-0.28, 0.16, -0.06], [0.09, 0.01, 0.26], [0.12, -0.23, -0.16], [-0.06, -0.77, 0.15], [-0.17, -0.07, -0.01], [-0.10, -0.04, -0.03], [0.05, -0.02, 0.14], [0.05, -0.11, -0.09], [-0.16, -0.01, -0.08], [0.04, -0.10, -0.06], [-0.02, 0.10, -0.07], [-0.14, 0.06, 0.02], [-0.01, 0.12, -0.02], [0.03, -0.01, 0.11], [-0.06, 0.38, 0.19], [0.37, -0.20, -0.42], [0.28, 0.03, 0.38]],
  "homo_energy_ev": [-7.4, -7.4],
  "total_charge": 0,
  "homo_lumo_gap_ha": [0.199, 0.202],
  "spin_multiplicity": 1
}



(2)
{
  "formula": "C17H16N6OsS3Se",
  "method": "ωB97M-V/def2-TZVPD",
  "symbols": ["Os", "S", "C", "N", "N", "C", "C", "C", "C", "C", "C", "N", "N", "C", "C", "C", "C", "C", "C", "H", "H", "H", "H", "H", "H", "H", "H", "H", "H", "H", "S", "C", "N", "C", "C", "S", "H", "H", "H", "H", "H", "Se", "C", "N"],
  "xyz": [[-1.600542, -0.745149, -1.575432], [-0.823129, -0.669515, 0.511540], [0.165258, 0.736630, 0.283600], [0.859158, 1.388049, 1.278182], [0.614418, 1.102645, 2.465904], [1.263781, 1.699529, 3.567457], [2.276002, 2.636905, 3.377184], [2.857964, 3.193499, 4.497633], [2.435542, 2.817893, 5.771902], [1.425016, 1.879569, 5.940420], [0.828710, 1.309932, 4.830807], [0.291916, 1.284902, -0.891949], [-0.419348, 0.716383, -1.845230], [-0.376012, 1.365402, -3.130154], [-0.821102, 0.656561, -4.240194], [-0.861437, 1.275938, -5.478351], [-0.442366, 2.592655, -5.604633], [0.009764, 3.288050, -4.490816], [0.040905, 2.684439, -3.244624], [-0.114653, 0.416207, 2.696308], [2.587347, 2.917457, 2.381188], [3.644634, 3.925865, 4.383498], [2.900334, 3.264152, 6.640488], [1.101841, 1.596592, 6.931971], [0.033379, 0.581752, 4.944569], [-1.109860, -0.388899, -4.168423], [-1.204564, 0.726200, -6.343576], [-0.465380, 3.075952, -6.571470], [0.334279, 4.314723, -4.589893], [0.376240, 3.227263, -2.373698], [-0.716628, -2.643588, -2.413889], [-0.575756, -3.791598, -1.082466], [0.574717, -4.262361, -0.698413], [0.557324, -5.186626, 0.446787], [-0.876980, -5.710186, 0.537702], [-1.923426, -4.453549, -0.285365], [1.437026, -3.944692, -1.124620], [0.846921, -4.631227, 1.339947], [1.271348, -5.989866, 0.281212], [-1.204739, -5.831614, 1.566054], [-1.014514, -6.647606, 0.003221], [-6.210871, 0.444760, -1.485709], [-4.571008, 0.036264, -1.509947], [-3.401516, -0.259690, -1.528704]],
  "forces_ev_per_a": [[-0.38, 0.17, 0.11], [0.02, -0.03, 0.07], [0.04, -0.03, 0.03], [-0.03, 0.00, 0.00], [0.00, 0.00, -0.03], [0.01, 0.01, 0.00], [0.01, 0.00, 0.00], [0.00, 0.00, 0.01], [0.00, 0.00, 0.00], [0.00, 0.00, 0.00], [0.00, 0.01, 0.00], [0.01, 0.08, 0.03], [0.20, 0.04, -0.13], [-0.02, 0.00, 0.00], [0.01, -0.02, 0.01], [0.01, 0.03, 0.00], [0.00, -0.01, 0.01], [0.00, 0.00, 0.00], [-0.02, 0.01, 0.02], [0.01, 0.00, -0.01], [0.00, 0.00, 0.00], [0.00, 0.00, 0.00], [0.00, 0.00, 0.00], [0.00, 0.00, 0.00], [0.00, 0.00, 0.00], [0.00, -0.01, 0.01], [0.00, 0.00, 0.00], [0.00, 0.00, 0.00], [0.00, 0.00, 0.00], [0.00, 0.00, 0.00], [0.17, -0.10, -0.02], [-0.07, 0.04, -0.06], [0.01, -0.05, -0.06], [0.00, 0.00, 0.00], [0.00, 0.01, 0.02], [-0.01, 0.03, 0.06], [0.00, 0.00, 0.01], [0.00, 0.01, 0.00], [0.00, 0.00, 0.01], [0.00, -0.01, 0.00], [0.00, 0.01, -0.01], [0.03, -0.01, -0.02], [-0.07, 0.07, 0.07], [0.05, -0.21, -0.12]],
  "homo_energy_ev": -13.6,
  "total_charge": 2,
  "homo_lumo_gap_ha": 0.204,
  "spin_multiplicity": 1
}



(3)
{
  "formula": "C17H16N8O5S2",
  "method": "ωB97M-V/def2-TZVPD",
  "symbols": ["N", "S", "O", "O", "C", "C", "S", "O", "O", "C", "C", "N", "C", "C", "C", "C", "C", "C", "C", "C", "C", "N", "C", "O", "N", "C", "C", "C", "N", "N", "N", "N", "H", "H", "H", "H", "H", "H", "H", "H", "H", "H", "H", "H", "H", "H", "H", "H"],
  "xyz": [[-1.935812, -2.291293, -1.355735], [-1.363767, -2.375993, 0.189619], [-2.655887, -2.354337, 0.911775], [-0.726783, -3.692488, 0.114354], [-0.289803, -0.906397, 0.564443], [-0.217511, -0.414652, 1.894601], [-1.109856, -1.164512, 3.360945], [-1.109815, -2.608760, 3.344006], [-0.482974, -0.692254, 4.614403], [-2.782681, -0.471939, 3.346440], [-2.901896, 0.847129, 4.061374], [-3.493736, 0.209182, 5.188425], [-3.631600, -1.041515, 4.471753], [0.643258, 0.654685, 2.171992], [1.466894, 1.176014, 1.200061], [1.420736, 0.717240, -0.119864], [2.518883, 1.302632, -1.021770], [3.526261, 0.233155, -1.381274], [3.944246, 0.030909, -2.702627], [3.402963, 0.852771, -3.835379], [2.475604, 1.812512, -3.550254], [1.813394, 2.737180, -4.326364], [0.863275, 3.282572, -3.505544], [-0.168800, 3.706077, -4.000860], [0.987463, 2.934991, -2.185431], [1.990397, 2.080722, -2.205581], [0.483979, -0.283917, -0.461011], [0.423233, -0.773316, -1.882655], [0.954251, -1.860045, -2.286970], [0.538374, -2.006136, -3.575505], [-0.133650, -0.957331, -3.975956], [-0.248326, -0.175786, -2.882354], [-2.674705, -2.959086, -1.346165], [-1.161529, -2.624053, -1.957454], [-3.311197, -0.500075, 2.381219], [-3.597116, 1.506331, 3.545206], [-1.946762, 1.374911, 4.274175], [-2.797790, 0.137739, 5.927989], [-3.188134, -1.948041, 4.963616], [-4.657703, -1.263684, 4.251939], [0.744625, 0.988146, 3.198659], [2.190548, 1.927925, 1.562181], [3.072910, 2.068355, -0.462162], [3.921822, -0.398936, -0.625859], [4.635313, -0.769559, -2.914149], [3.756409, 0.653661, -4.859664], [1.590626, 2.596727, -5.326006], [-0.777633, 0.702539, -2.792586]],
  "forces_ev_per_a": [[1.96, 2.21, -1.40], [-3.41, -4.02, -0.14], [2.53, 1.18, -0.03], [1.13, 2.13, 1.64], [-0.05, 0.28, -0.07], [-0.20, -0.48, -0.23], [0.59, -0.79, 2.46], [-0.19, 0.64, -1.36], [-0.53, 0.81, -2.09], [-0.43, -0.48, -2.17], [1.41, 1.61, -0.64], [-0.46, 0.44, 2.69], [1.17, -1.91, 1.12], [-0.48, -0.93, 0.40], [0.13, 0.12, 0.24], [0.19, 0.62, 0.85], [-0.32, -0.24, -0.64], [0.53, 0.12, -4.03], [-1.68, 1.25, 1.98], [-0.04, -0.17, 0.99], [1.73, -0.58, -0.29], [1.14, -0.81, -0.96], [-3.98, 0.17, -2.51], [0.44, 0.90, 0.58], [2.51, -1.14, 1.25], [-1.02, -0.44, 0.57], [0.27, -0.24, 0.07], [-0.51, 1.88, 1.76], [-0.06, -1.68, -1.02], [0.24, 1.26, -0.85], [0.04, -0.80, 1.18], [0.20, 0.34, 0.25], [-0.77, -0.47, 0.01], [-0.92, 0.00, 0.23], [0.98, -0.33, -0.01], [0.04, 0.24, -0.05], [-0.64, -0.16, -0.20], [-0.34, -0.10, -0.04], [-0.42, 0.78, -0.28], [-0.45, -0.12, -0.55], [-0.17, -0.03, -0.03], [-0.39, -0.39, -0.70], [-0.19, -0.13, 0.29], [0.14, -0.32, 0.69], [0.09, 0.02, -0.08], [-0.29, 0.15, 0.62], [0.20, 0.29, 1.12], [0.28, -0.68, -0.61]],
  "homo_energy_ev": -9.1,
  "total_charge": 0,
  "homo_lumo_gap_ha": 0.276,
  "e_above_lowest_kcal_mol": 0.0,
  "spin_multiplicity": 1,
  "smiles": "NS(=O)(=O)c1c(S(=O)(=O)C2CNC2)ccc([C@H]2C=CC=C3NC(=O)N=C32)c1-c1nnn[nH]1"
}



(4)
{
  "formula": "C17H16O3",
  "method": "ωB97M-V/def2-TZVPD",
  "symbols": ["C", "C", "C", "C", "C", "C", "C", "C", "C", "C", "C", "C", "C", "C", "C", "C", "O", "O", "C", "O", "H", "H", "H", "H", "H", "H", "H", "H", "H", "H", "H", "H", "H", "H", "H", "H"],
  "xyz": [[-2.528609, 3.556744, 2.438605], [-1.129271, 2.979910, 2.339946], [-0.165158, 3.568527, 3.176936], [1.118793, 3.040818, 3.240935], [1.435002, 1.943869, 2.486530], [0.482404, 1.314770, 1.622884], [0.827207, 0.187997, 0.829817], [-0.068921, -0.347282, -0.070863], [-1.368898, 0.130039, -0.158807], [-1.721172, 1.246547, 0.615750], [-0.816150, 1.888092, 1.489419], [0.520260, -1.505812, -0.801732], [0.635971, -1.384328, -2.325192], [0.141249, -2.659573, -2.991319], [1.173127, -3.360599, -3.878326], [-0.159498, -3.565773, -1.819717], [-0.365886, -2.617021, -0.740086], [1.811096, -1.713764, -0.163102], [2.033666, -0.672872, 0.760441], [3.076391, -0.507889, 1.429768], [-3.243289, 2.755836, 2.779005], [-2.584659, 4.374642, 3.156372], [-2.864348, 3.909939, 1.480631], [-0.449734, 4.462955, 3.716616], [1.851953, 3.470101, 3.899449], [2.425865, 1.484837, 2.584782], [-2.138021, -0.362910, -0.757077], [-2.691814, 1.638744, 0.520722], [1.642103, -1.200490, -2.652016], [0.026313, -0.555654, -2.697331], [-0.769116, -2.482555, -3.583155], [0.878184, -4.371697, -4.225112], [1.295837, -2.791163, -4.813525], [2.137081, -3.481424, -3.320115], [0.648472, -4.271023, -1.593811], [-1.096427, -4.102537, -1.977322]],
  "forces_ev_per_a": [[-0.28, -1.28, 0.28], [0.07, 1.46, 1.18], [-1.36, -0.65, -1.36], [0.21, -0.44, -0.31], [0.39, -0.84, 0.10], [1.18, 0.69, 0.32], [-0.76, -0.69, -1.10], [0.30, 0.14, 0.81], [-1.11, 1.32, 0.62], [0.99, -1.27, -0.82], [0.77, -0.71, 0.49], [-0.82, -1.39, -1.17], [0.28, 1.07, -0.95], [0.32, -1.30, -0.42], [0.49, 0.03, -0.53], [-0.51, 1.10, 0.65], [0.26, -0.56, 1.47], [-0.06, 1.18, 0.83], [2.67, 0.49, 1.87], [-3.08, -1.21, -2.55], [0.55, 0.75, -0.33], [0.11, -0.07, -0.08], [-0.32, 0.22, -0.48], [0.06, -0.15, 0.21], [0.22, 0.13, 0.10], [-0.46, 0.21, -0.19], [0.39, 0.18, 0.01], [-1.18, 0.34, -0.04], [0.64, 0.33, 0.09], [0.15, 0.09, 0.32], [0.21, 0.04, 0.30], [-0.16, 0.45, 0.47], [0.44, -0.08, 0.37], [-0.67, 0.27, -0.62], [-0.05, 0.20, 0.07], [0.10, -0.05, 0.38]],
  "homo_energy_ev": -8.4,
  "total_charge": 0,
  "homo_lumo_gap_ha": 0.297,
  "e_above_lowest_kcal_mol": 11.1,
  "spin_multiplicity": 1,
  "smiles": "Cc1cccc2c3c(ccc12)[C@@]1(C[C@@H](C)CO1)OC3=O"
}



(5)
{
  "formula": "C17H17BrEuO3S",
  "method": "ωB97M-V/def2-TZVPD",
  "symbols": ["C", "C", "C", "H", "C", "C", "H", "H", "H", "H", "Eu", "Br", "C", "C", "C", "H", "C", "C", "H", "H", "H", "H", "C", "C", "C", "C", "C", "C", "C", "S", "O", "O", "O", "H", "H", "H", "H", "H", "H", "H"],
  "xyz": [[2.372341, -0.356574, -2.218807], [2.102066, -1.496172, -1.404168], [0.697440, -1.747169, -1.441941], [2.852020, -2.081388, -0.884362], [0.089241, -0.788129, -2.288361], [1.118599, 0.059912, -2.793413], [0.959139, 0.891512, -3.471076], [3.338783, 0.142329, -2.317854], [0.175871, -2.571630, -0.959523], [-0.968946, -0.734572, -2.534439], [1.718861, 1.567407, -0.403450], [4.219593, 1.199124, 1.059665], [1.464834, 4.202205, -1.018685], [1.232477, 3.511095, -2.245906], [2.443534, 2.828708, -2.596255], [0.357778, 3.604483, -2.877048], [3.407734, 3.070810, -1.568469], [2.803897, 3.921758, -0.589883], [3.293297, 4.321592, 0.302682], [0.791503, 4.915505, -0.545609], [2.629728, 2.325012, -3.541286], [4.400058, 2.631615, -1.497791], [-4.087383, -3.973187, 2.401992], [-3.228413, -2.739632, 2.204626], [-2.117159, -2.553132, 3.042685], [-1.206202, -1.534149, 2.781285], [-1.462321, -0.644875, 1.725753], [-2.605255, -0.770880, 0.930601], [-3.515055, -1.790284, 1.213120], [-0.394232, 0.779947, 1.562052], [-0.687239, 1.573619, 2.724992], [0.998236, 0.235406, 1.481957], [-0.642737, 1.442879, 0.234299], [-3.503548, -4.909470, 2.308411], [-4.538906, -3.993775, 3.408434], [-4.914418, -4.018570, 1.679484], [-2.001421, -3.193383, 3.925564], [-0.317864, -1.416367, 3.402156], [-2.806798, -0.056292, 0.132041], [-4.469135, -1.855287, 0.676525]],
  "forces_ev_per_a": [[-0.86, -0.62, -0.27], [-0.66, 0.43, -0.45], [0.55, 0.11, -0.35], [-0.14, 0.17, 0.15], [0.98, 0.01, -0.10], [-0.01, -0.49, 0.43], [0.04, -0.16, 0.14], [-0.25, -0.26, -0.15], [0.13, 0.19, 0.08], [0.17, 0.07, 0.07], [-0.21, -1.65, 0.04], [0.64, -0.17, 0.45], [0.79, 0.03, -0.39], [1.20, 0.48, 0.08], [0.25, 1.43, 0.25], [-0.06, -0.19, 0.17], [-0.34, 1.08, -0.76], [-0.16, 0.57, -0.87], [-0.26, -0.36, -0.31], [0.02, -0.39, 0.01], [-0.09, -0.17, 0.39], [-0.29, 0.16, -0.03], [-0.32, -0.11, 0.25], [-0.14, 0.08, 0.19], [-0.01, 0.12, -0.38], [-0.41, 0.14, -0.10], [-0.27, -0.05, -0.21], [0.03, 0.10, 0.54], [0.22, -0.52, 0.14], [2.01, -0.39, -2.17], [-0.27, 0.23, 0.31], [-2.07, 0.16, 1.42], [-1.12, -0.59, 2.06], [-0.17, 0.51, -0.07], [0.13, 0.03, -0.24], [0.25, 0.05, 0.12], [0.17, 0.04, -0.49], [-0.23, 0.14, -0.21], [0.22, -0.11, 0.27], [0.49, -0.11, -0.04]],
  "homo_energy_ev": [0.2, -0.9],
  "total_charge": -2,
  "homo_lumo_gap_ha": [0.148, 0.189],
  "e_above_lowest_kcal_mol": 2.3,
  "spin_multiplicity": 8,
  "s_squared": 15.760
}